(1)
This record from the OMol25 dataset describes a 2-piece molecular cluster, C7H15N3O3S2 overall in a non-equilibrium geometry. The level of theory is the ωB97M-V functional and the def2-TZVPD basis.

Its highest occupied orbital energy is -0.2821 Eh. For the LUMO energy, the calculation gives -0.0056 hartree. As for the energy relative to the best compared isomer or geometry (same formula, charge and spin): 96.45 kcal per mole.

Each line ends with the Löwdin charge.
Positions of all 30 atoms, in Å:
C  1.88882  -0.38201  -0.08633  -0.225
C  0.43013  -0.31053  -1.88491  -0.395
C  2.75420  1.03176  1.73516  -0.171
C  -1.89681  1.60265  -0.12049  -0.160
C  3.12231  -0.01536  0.65999  -0.202
C  -1.69926  1.18351  1.30662  -0.603
C  -1.94379  -1.04461  -1.56189  -0.266
N  1.61673  0.01336  -1.23471  0.134
N  0.31016  0.02662  -3.19710  0.197
N  -0.55870  -0.83566  -1.21512  0.022
O  -3.91437  -0.76198  0.03802  -0.209
O  -3.55025  -3.03858  -0.49514  -0.317
O  -1.84365  -1.77152  0.78173  -0.317
S  -0.21926  0.78554  1.78128  0.830
S  -2.74522  -1.83078  -0.29482  0.558
H  1.32951  -1.23818  0.35686  0.135
H  3.75478  1.46055  2.09522  0.102
H  2.16097  0.62365  2.50995  -0.006
H  2.18607  1.86915  1.27528  0.055
H  -0.89688  1.64616  -0.56443  0.058
H  -2.42531  0.80187  -0.56367  0.001
H  -2.44460  2.58867  -0.03698  0.113
H  3.43475  -0.89118  1.25638  0.122
H  3.87627  0.27102  0.01727  0.083
H  -2.52595  1.13195  1.89538  0.026
H  -2.09286  -1.51292  -2.61043  0.113
H  0.83313  0.89978  -3.50540  0.156
H  -0.55362  0.03476  -3.51092  0.015
H  -0.51750  -0.91412  -0.19390  0.057
H  -4.77295  -0.98650  0.41291  0.096

Cartesian forces, eV/Å:
0.4 -2.6 1.2
-0.3 0.0 1.2
2.4 2.0 -1.3
0.4 1.7 2.0
-2.2 -0.8 2.3
2.7 0.3 -2.7
0.5 -1.6 -3.0
-0.3 1.5 -2.2
5.7 1.7 1.2
-0.9 0.0 -0.2
0.4 1.6 -0.2
1.6 1.1 -0.4
1.7 -0.2 2.5
-0.3 -0.1 1.0
-4.0 -1.5 -1.5
0.0 0.6 0.0
-1.6 -0.6 0.0
-0.2 -0.4 0.9
0.5 -0.5 0.3
-0.4 0.6 -0.1
-1.1 -0.2 -0.9
0.4 -1.0 -0.8
0.1 0.1 -0.6
1.5 0.9 -1.3
-2.3 -0.2 1.9
0.1 0.8 2.0
-0.6 -1.9 0.8
-5.2 -0.1 -1.9
0.7 -0.1 -0.1
0.4 -1.0 -0.1

=====

(2)
This record from the OMol25 dataset describes C33H41ClN9O3PS2SiZr as an isolated structure. The level of theory is the ωB97M-V functional and the def2-TZVPD basis.

Its highest occupied orbital energy is -0.2650 Eh. For the LUMO energy, the calculation gives -0.0102 hartree. As for the energy relative to the best compared isomer or geometry (same formula, charge and spin): 0.00 kcal per mole.

Each line ends with the Löwdin charge.
Positions of all 92 atoms, in Å:
Zr  -0.04801  0.09151  -0.19980  1.424
Cl  0.74082  -5.93422  -3.67556  0.630
C  0.94819  -4.64902  -2.51439  -0.675
C  1.41845  -4.93932  -1.24785  -0.116
C  1.55961  -3.90827  -0.32387  -0.024
C  1.23033  -2.60172  -0.66560  -0.423
O  1.20077  -1.60802  0.22002  -0.360
C  0.81356  -2.30987  -1.98325  -0.245
C  0.39586  -0.90969  -2.21623  -0.264
O  1.42128  0.07256  -1.81372  -0.397
C  0.64813  -3.34565  -2.88866  -0.074
H  1.64870  -5.96081  -0.97844  0.100
H  1.89670  -4.12113  0.68503  0.094
H  0.05021  -0.67675  -3.22062  0.111
H  0.30852  -3.14623  -3.89811  0.114
S  -1.81667  -1.95585  0.10843  0.717
C  -2.56155  -1.78647  1.65860  -0.756
C  -3.44919  -2.83718  2.05616  -0.292
N  -4.16996  -3.69011  2.33835  0.163
C  -2.32157  -0.74430  2.50775  -0.780
S  -1.27295  0.58400  2.12243  0.629
C  -2.77794  -0.81106  3.86083  -0.295
N  -3.02367  -0.89123  4.98447  0.159
C  2.31794  -3.38651  4.46765  -0.120
N  0.90589  -2.80556  4.47598  -0.061
C  0.76431  -1.88793  5.70046  -0.106
N  1.77447  -0.89226  5.71151  -0.144
C  3.09455  -1.51229  5.66592  -0.168
N  3.29687  -2.35681  4.48920  -0.146
C  3.30073  -1.56703  3.23939  -0.300
P  1.73508  -0.62079  2.93271  1.025
C  0.61170  -2.06178  3.20438  -0.264
C  1.59306  0.09358  4.63154  -0.302
H  2.39565  -3.99846  3.56888  0.139
H  2.39016  -4.01025  5.36069  0.140
H  0.23315  -3.56734  4.56759  0.183
H  0.85520  -2.54416  6.56803  0.142
H  -0.23722  -1.45918  5.64703  0.131
H  3.22229  -2.12834  6.55957  0.133
H  3.84999  -0.72782  5.66973  0.135
H  3.47534  -2.23705  2.39357  0.091
H  4.14139  -0.87139  3.27451  0.091
H  0.69545  -2.75352  2.36443  0.089
H  -0.41702  -1.72496  3.26511  0.045
H  0.60711  0.55478  4.72992  0.086
H  2.32932  0.89100  4.74501  0.094
C  3.58749  -1.35294  -3.13119  -0.136
Si  2.94485  0.28508  -2.51220  0.450
C  4.01283  0.96667  -1.13666  -0.146
C  2.72839  1.51618  -3.89822  -0.146
H  4.56772  -1.19387  -3.59017  0.039
H  2.93355  -1.79786  -3.88038  0.039
H  3.69986  -2.07647  -2.32281  0.042
H  5.07344  0.83002  -1.35365  0.038
H  3.77784  0.42107  -0.21801  0.026
H  3.82948  2.03044  -0.97980  0.033
H  3.67825  1.74016  -4.38775  0.034
H  2.31002  2.45083  -3.52030  0.034
H  2.04518  1.13008  -4.65731  0.037
C  -5.26462  -1.07432  -0.91502  0.005
N  -4.57199  0.19277  -1.27063  -0.163
C  -4.18496  0.96983  -0.04934  0.018
C  -3.40119  -0.08473  -2.21216  -0.117
C  -2.59597  1.15945  -2.39581  -0.291
C  -3.14965  2.13090  -3.23121  -0.071
C  -2.59940  3.39813  -3.31445  -0.086
C  -1.48752  3.67735  -2.53631  -0.081
C  -0.94053  2.69190  -1.72472  -0.141
C  -1.43964  1.38029  -1.62752  -0.179
H  -6.15741  -0.84076  -0.34096  0.105
H  -4.57209  -1.67642  -0.32944  0.064
H  -5.52543  -1.59354  -1.83447  0.106
H  -5.22352  0.77653  -1.79351  0.170
H  -3.36915  0.44665  0.43746  0.027
H  -5.05914  1.02481  0.59564  0.110
H  -3.85510  1.95919  -0.35015  0.103
H  -3.85587  -0.44719  -3.13603  0.134
H  -2.84209  -0.88261  -1.73198  0.027
H  -4.02644  1.89046  -3.83056  0.107
H  -3.03560  4.14919  -3.95982  0.100
H  -1.04216  4.66458  -2.55054  0.105
H  -0.06114  2.97306  -1.15802  0.071
N  2.70515  2.61766  1.78281  0.174
C  1.41876  2.67842  1.31962  -0.494
O  1.08522  1.73960  0.51102  -0.266
C  0.58204  3.70107  1.76850  -0.207
C  1.13493  4.63394  2.68256  -0.238
N  1.65830  5.38048  3.38992  0.138
C  -0.76978  3.86244  1.38936  -0.256
N  -1.86433  4.05938  1.08664  0.166
H  3.32778  2.06473  1.21831  0.072
H  3.09366  3.43033  2.23536  0.093

Cartesian forces, eV/Å:
-0.1 -0.4 0.0
0.0 0.0 0.0
0.0 0.0 0.0
0.0 0.0 0.0
0.1 0.0 0.0
-0.1 0.0 -0.1
0.0 0.2 0.1
-0.1 -0.1 0.1
0.1 -0.1 0.3
0.0 0.0 -0.3
0.2 0.1 -0.1
0.0 0.0 0.0
0.0 0.0 0.0
-0.2 0.0 0.1
0.0 0.0 0.0
0.1 0.0 0.0
0.1 0.3 0.1
-0.1 -0.1 0.1
0.0 0.0 0.0
0.0 -0.2 -0.2
0.1 0.1 -0.1
0.0 0.0 0.2
0.0 0.0 0.0
-0.1 0.0 0.0
0.0 0.0 0.0
-0.1 -0.1 0.0
0.0 0.0 0.0
0.0 0.1 0.1
0.0 0.0 0.0
0.0 -0.1 0.1
0.1 0.3 -0.4
0.1 -0.1 0.0
-0.1 0.0 0.1
0.0 0.0 0.0
0.0 0.0 0.0
0.0 0.0 0.0
0.0 0.0 0.0
0.0 0.0 0.0
0.0 0.0 0.0
0.0 0.0 0.0
0.0 0.0 0.0
0.0 0.0 0.0
0.0 0.0 0.0
0.0 0.0 0.0
0.0 0.0 0.0
0.0 0.0 0.0
0.1 0.2 0.0
-0.2 0.0 0.0
-0.1 -0.1 0.0
0.0 -0.1 0.1
0.0 0.0 0.0
0.0 0.0 0.0
0.0 0.0 0.0
0.0 0.0 0.0
0.0 0.0 0.0
0.0 0.0 0.0
0.0 0.0 0.0
0.0 0.0 0.0
0.0 0.0 0.0
0.1 0.1 0.0
-0.1 0.0 0.0
-0.1 -0.1 -0.1
0.0 -0.1 0.0
-0.1 0.0 0.0
0.0 -0.1 0.0
0.1 0.0 0.1
-0.1 0.0 0.0
0.3 -0.1 -0.3
0.1 0.3 0.3
0.0 0.0 0.0
-0.1 0.0 0.0
0.0 0.0 0.0
0.0 0.0 0.0
0.0 0.0 0.0
0.0 0.0 0.0
0.0 0.0 0.1
0.0 0.0 0.0
0.0 0.1 -0.1
0.0 0.0 0.0
0.0 0.0 0.0
0.0 0.0 0.0
0.0 0.0 0.0
-0.1 0.0 0.0
0.1 -0.4 0.1
-0.2 0.3 -0.1
0.2 -0.1 0.2
0.0 0.2 -0.1
0.0 -0.1 0.1
-0.1 0.0 -0.1
-0.1 -0.1 0.0
0.0 0.0 0.0
0.0 0.0 0.0

=====

(3)
This record from the OMol25 dataset describes C61H64Cl2N5O3P2RuS2Si2 as an isolated structure in a non-equilibrium geometry. The level of theory is the ωB97M-V functional and the def2-TZVPD basis.

The expectation value of S² is 8.783. Its highest occupied orbital energy (spin up / spin down) is -0.0110 / -0.0646 Eh. Its net charge is -2. For the LUMO energy (spin up / spin down), the calculation gives 0.1366 / 0.1366 hartree. The spin multiplicity is 6.

Each line ends with the Löwdin charge.
Positions of all 142 atoms, in Å:
Ru  -0.23308  0.52894  -0.28952  1.310
C  -2.68121  -4.19551  -0.13703  -0.175
Si  -1.34675  -3.67809  1.14970  0.353
C  0.18751  -4.72204  0.66669  -0.189
C  -1.77271  -4.44196  2.87268  -0.182
N  -1.13134  -1.98251  1.12173  -0.270
P  -1.76974  -0.86454  2.06032  0.630
C  -1.49567  0.74228  1.43347  -0.563
P  -0.16777  1.61045  2.16529  0.591
N  1.23501  0.88974  1.93574  -0.277
Si  2.77319  1.12696  2.65849  0.369
C  3.84345  -0.42607  2.36410  -0.182
C  2.65834  1.24935  4.58855  -0.180
C  3.80646  2.63886  2.10699  -0.176
C  -0.48129  2.25370  3.86606  -0.265
C  -1.53878  1.88671  4.68707  -0.079
C  -1.77310  2.54260  5.88042  -0.090
C  -0.96666  3.60145  6.26956  -0.107
C  0.08094  3.99378  5.44304  -0.093
C  0.31348  3.33024  4.25916  -0.118
C  -0.26329  3.26847  1.37348  -0.315
C  -1.41800  4.02697  1.55541  -0.112
C  -1.54245  5.26204  0.95340  -0.104
C  -0.51028  5.76131  0.17564  -0.098
C  0.65290  5.02457  0.01529  -0.077
C  0.78348  3.78968  0.62344  -0.104
C  -1.27730  -1.18823  3.80764  -0.284
C  -2.16100  -1.31464  4.87701  -0.113
C  -1.69369  -1.56044  6.15352  -0.097
C  -0.33329  -1.68774  6.38552  -0.099
C  0.55139  -1.58967  5.32317  -0.093
C  0.08272  -1.34515  4.04634  -0.096
C  -3.59333  -0.94161  2.38188  -0.408
C  -4.31937  -2.12163  2.33091  -0.118
C  -5.66055  -2.14117  2.67164  -0.092
C  -6.29125  -0.98247  3.08939  -0.112
C  -5.57831  0.20523  3.13148  -0.097
C  -4.24528  0.22590  2.76986  -0.160
H  -3.33047  -4.99558  0.21021  0.009
H  -3.30547  -3.34552  -0.39367  0.006
H  -2.20402  -4.53409  -1.05164  0.000
H  -0.05967  -5.77894  0.74075  0.023
H  0.50213  -4.53135  -0.35262  -0.020
H  1.03138  -4.54452  1.32533  0.016
H  -2.37544  -5.34212  2.78035  0.013
H  -0.86252  -4.70683  3.40401  0.016
H  -2.30893  -3.73938  3.50202  -0.008
H  3.35995  -1.34168  2.69187  0.013
H  4.04266  -0.50433  1.30456  -0.010
H  4.79744  -0.34834  2.88017  0.014
H  1.71939  0.83628  4.94685  -0.004
H  3.46643  0.70175  5.06959  0.011
H  2.71081  2.27665  4.93884  0.004
H  3.89816  2.63368  1.02664  -0.011
H  3.36515  3.58696  2.40241  0.012
H  4.81003  2.59893  2.52203  0.017
H  -2.18442  1.07992  4.38457  0.065
H  -2.60770  2.23840  6.50116  0.096
H  -1.15592  4.12798  7.19776  0.087
H  0.70152  4.83558  5.72519  0.096
H  1.12059  3.62970  3.60628  0.098
H  -2.21204  3.62509  2.17204  0.106
H  -2.45031  5.83565  1.08415  0.093
H  -0.61321  6.72151  -0.31098  0.090
H  1.45718  5.40328  -0.59873  0.107
H  1.68736  3.21173  0.49453  0.064
H  -3.22518  -1.21412  4.71798  0.098
H  -2.39731  -1.65577  6.97256  0.094
H  0.03534  -1.85948  7.38928  0.090
H  1.61246  -1.70347  5.49745  0.099
H  0.76047  -1.25995  3.21090  0.076
H  -3.83236  -3.02667  2.01169  0.064
H  -6.21232  -3.07160  2.62102  0.095
H  -7.33895  -0.99867  3.36444  0.088
H  -6.06500  1.11647  3.45434  0.095
H  -3.69091  1.15400  2.76193  0.082
C  5.00260  -1.54402  -6.19344  -0.063
C  4.44935  -0.69136  -5.08455  -0.299
C  5.25766  -0.24215  -4.04820  -0.057
C  4.71155  0.48902  -3.00393  -0.062
C  3.36051  0.77181  -2.99192  -0.259
C  2.55642  0.38362  -4.04543  -0.093
C  3.09841  -0.35604  -5.08187  -0.033
S  2.76218  1.58494  -1.48082  0.593
O  3.03072  0.64679  -0.41814  -0.364
O  3.55813  2.80336  -1.39348  -0.327
N  1.19501  1.89164  -1.50990  -0.190
C  0.67070  2.74681  -2.41535  -0.289
C  1.39854  3.33439  -3.45396  -0.051
C  0.76616  4.12574  -4.39834  -0.094
C  -0.58812  4.38319  -4.32909  -0.071
C  -1.34488  3.87762  -3.25736  -0.166
C  -2.71878  4.14323  -3.07244  -0.012
C  -3.36509  3.65178  -1.95479  -0.053
C  -2.66550  2.85024  -1.06566  -0.151
N  -1.38871  2.52494  -1.23899  0.090
C  -0.71897  3.04877  -2.28957  -0.163
H  6.04481  -1.80216  -6.00366  0.068
H  4.94392  -1.02431  -7.15233  0.074
H  4.41550  -2.45956  -6.27873  0.064
H  6.31733  -0.47233  -4.05399  0.101
H  5.31403  0.84075  -2.17926  0.113
H  1.51106  0.63451  -4.03824  0.025
H  2.46404  -0.68178  -5.89627  0.115
H  2.46477  3.16833  -3.50881  0.091
H  1.35301  4.53231  -5.21300  0.094
H  -1.08123  4.98445  -5.08254  0.092
H  -3.24467  4.73517  -3.80733  0.103
H  -4.40877  3.87695  -1.76988  0.103
H  -3.14822  2.44236  -0.18847  0.084
Cl  -4.04456  -0.16035  -0.24254  0.851
C  -3.74966  0.14222  -1.90747  -0.600
C  -4.76854  0.53438  -2.73513  -0.162
C  -4.53313  0.70999  -4.09335  -0.147
C  -3.26499  0.44489  -4.59935  -0.161
C  -2.24701  0.07053  -3.75798  -0.606
Cl  -0.69472  -0.25042  -4.42760  0.755
C  -2.38931  -0.04072  -2.33313  -0.499
N  -1.42406  -0.28985  -1.50711  -0.152
H  -5.74978  0.70769  -2.31757  0.090
H  -5.32964  1.02793  -4.74830  0.074
H  -3.06193  0.54418  -5.65696  0.086
C  2.99653  -6.15987  -5.41716  -0.065
C  2.53153  -5.12543  -4.43123  -0.281
C  3.38499  -4.15470  -3.91052  -0.050
C  2.92954  -3.21284  -3.00744  -0.052
C  1.60092  -3.23215  -2.58898  -0.339
C  0.73293  -4.17690  -3.13239  -0.085
C  1.18836  -5.10863  -4.03753  -0.049
S  0.86490  -2.02360  -1.44205  0.892
C  2.07734  -2.19650  -0.08443  -0.231
O  1.22604  -0.71047  -2.02357  -0.631
H  4.07145  -6.10287  -5.57270  0.067
H  2.50484  -6.02607  -6.38259  0.076
H  2.74437  -7.15854  -5.05877  0.074
H  4.42071  -4.13577  -4.22792  0.104
H  3.58876  -2.43843  -2.64619  0.112
H  -0.30666  -4.14639  -2.84152  0.101
H  0.50522  -5.83177  -4.46436  0.109
H  2.35682  -3.23091  0.07041  0.042
H  1.57512  -1.79033  0.79282  0.018
H  2.92041  -1.56422  -0.34044  0.029

Cartesian forces, eV/Å:
-0.4 0.4 -0.9
0.3 0.2 0.5
0.0 0.0 -0.1
-0.4 0.5 0.1
0.0 0.4 -0.5
-0.3 -1.0 0.8
0.0 0.9 -0.9
1.0 0.0 2.2
-1.3 -0.6 -0.3
0.6 0.8 0.7
0.2 -0.3 0.4
-0.2 0.6 0.0
0.0 0.0 -0.5
-0.4 -0.5 0.0
0.2 0.2 0.1
0.2 -0.2 -0.4
-0.1 0.2 0.4
0.0 0.0 -0.1
0.0 0.2 0.3
0.0 -0.3 0.0
0.3 0.1 0.2
0.2 -0.1 0.0
-0.2 0.1 0.1
0.1 0.0 -0.2
0.0 0.3 -0.1
0.0 -0.2 0.4
0.1 0.0 -0.1
0.0 0.0 -0.1
0.0 -0.1 0.2
0.0 0.0 0.1
0.1 -0.1 0.2
0.0 -0.1 0.0
0.1 -0.1 -0.1
0.1 0.1 0.0
-0.1 -0.2 0.1
-0.2 0.0 0.0
-0.1 0.0 0.1
0.1 0.0 0.0
-0.1 -0.2 0.1
-0.1 0.2 0.0
0.1 -0.1 -0.2
-0.2 -0.2 0.0
0.1 0.0 -0.2
0.2 0.1 0.2
-0.1 -0.2 -0.1
0.2 0.0 0.1
-0.1 0.1 0.1
-0.2 -0.2 0.1
0.1 -0.1 -0.3
0.2 0.1 0.2
-0.1 -0.1 0.1
0.2 -0.1 0.0
0.0 0.2 0.0
0.1 0.1 -0.2
-0.2 0.2 0.1
0.2 -0.1 0.2
-0.1 0.0 0.0
0.0 0.0 0.0
0.0 0.0 0.0
0.1 0.0 0.0
0.1 0.2 0.0
-0.1 0.0 0.0
-0.1 0.1 0.0
0.0 0.1 -0.1
0.1 0.0 -0.1
0.0 0.1 0.1
0.0 0.0 0.0
0.0 0.0 0.0
0.0 0.0 0.0
0.1 0.0 0.0
0.2 0.0 -0.1
0.0 -0.2 -0.1
0.0 0.0 0.0
0.0 0.0 0.0
0.0 0.1 0.0
0.1 0.1 -0.1
0.0 0.1 0.0
0.0 -0.1 -0.1
0.0 0.0 -0.1
0.1 0.1 0.2
-0.2 0.3 0.4
-0.1 0.0 -0.1
0.1 0.2 0.1
0.4 0.4 0.2
0.0 0.0 -0.2
-0.2 0.0 -0.3
0.8 -0.8 0.3
0.6 0.4 -0.9
-0.2 -0.3 0.6
-0.8 0.4 -0.4
0.5 0.2 -0.3
-0.1 -0.3 0.3
-0.2 -0.3 0.6
0.0 0.7 -1.1
1.2 -0.6 0.2
-0.7 0.4 0.1
-0.3 0.2 -0.3
0.0 -0.1 0.0
0.0 0.0 0.0
0.1 -0.1 -0.1
0.0 0.0 0.0
0.2 0.0 0.1
-0.1 0.0 0.0
-0.1 -0.1 0.0
-0.1 0.1 -0.1
0.0 0.1 -0.1
0.0 0.1 0.0
-0.1 0.1 -0.1
0.0 -0.1 0.0
0.1 -0.2 0.1
-0.5 0.0 -0.2
0.3 0.0 -0.1
0.0 0.0 -0.1
-0.1 0.0 -0.1
-0.1 0.1 0.0
-0.3 0.2 0.3
0.3 -0.2 -0.3
-0.7 -0.2 -0.8
-0.1 -0.2 -0.1
-0.1 0.0 0.1
-0.1 0.0 -0.1
0.0 0.0 -0.1
0.0 0.0 0.0
-0.4 0.1 0.1
0.0 -0.3 -0.2
-0.5 0.3 0.3
0.0 -0.2 -0.1
0.0 0.4 0.3
0.5 -0.2 -0.3
0.9 -1.3 0.0
-0.4 0.0 -0.2
0.2 0.0 -0.1
0.1 0.0 0.0
0.0 0.0 0.0
0.1 -0.1 0.0
0.1 0.0 0.0
0.1 0.1 0.1
-0.2 -0.1 0.1
-0.1 -0.1 0.0
0.0 -0.1 0.0
0.0 0.0 0.1
0.0 0.0 -0.1